Below is C4H10O2 in the gas phase in a non-equilibrium geometry, with properties calculated with the ωB97M-V functional and the def2-TZVPD basis.

Structure (XYZ):
```
16
Properties=species:S:1:pos:R:3:forces:R:3
H -2.60475 0.83032 1.11977 0.16 -0.14 -0.16
H 0.65611 -1.60439 -0.17557 -0.01 0.10 -0.02
H 2.19498 -0.55030 1.36701 0.24 0.01 -0.04
C -0.30467 0.46246 -0.33041 0.04 -0.90 -1.14
H -2.92063 0.42611 -0.59566 -0.03 -0.05 0.16
H -3.12641 -0.82144 0.67637 -0.03 0.24 -0.05
O -1.22507 -0.44532 0.19432 -0.25 -0.40 -0.26
H 1.27880 0.72890 0.56046 1.83 0.46 1.06
C 0.94506 -0.80535 -0.86971 -1.10 1.01 0.39
O 2.23746 -0.39069 -0.69986 0.05 0.05 -0.07
C 2.26534 0.20233 0.56887 -0.10 0.29 0.41
H 3.17712 0.79726 0.65950 -0.29 0.03 0.12
C -2.52838 0.03620 0.35540 -0.39 0.08 -0.01
H -0.35074 1.37408 0.36720 1.18 -1.16 -0.56
H 0.87552 -1.16762 -1.91757 -0.69 0.68 0.57
H -0.56973 0.92746 -1.28013 -0.60 -0.30 -0.40
```
Forces are in eV/Å.

As for the SMILES: COCCOC. Its charge is 0. The LUMO energy is 0.0370 Eh. The energy above the lowest of the compared OMol25 structures with the same formula, charge and spin is 89.6 kcal per mole. For the frontier orbital gap, the calculation gives 0.392 hartree. For the HOMO energy, the calculation gives -0.355 hartree. As for the spin multiplicity: 1.

Let us look at the natural (NBO) charges, expressed in e, one per atom: 0.16, 0.17, 0.16, -0.15, 0.17, 0.19, -0.56, 0.20, -0.03, -0.52, -0.27, 0.19, -0.25, 0.18, 0.19, 0.16

***

Below is C5H11N5O2S in the gas phase in a non-equilibrium geometry, with properties calculated with the ωB97M-V functional and the def2-TZVPD basis.

Structure (XYZ):
```
24
Properties=species:S:1:pos:R:3:forces:R:3
H 1.29919 3.08423 0.40072 -0.19 1.24 0.11
C 2.18363 -0.86497 0.88530 1.46 -3.38 0.27
N -0.58968 -1.65824 -2.29879 0.76 -0.82 1.90
H 1.68551 1.63234 1.16623 1.92 -0.93 2.64
C -0.12890 -1.84072 1.47456 -3.19 1.99 0.76
C 0.68761 -0.58064 1.15991 0.64 0.97 -1.22
H -0.42872 -2.57010 0.69109 1.14 0.33 0.46
H 0.16084 -2.18328 2.43525 0.99 -1.39 0.48
H 2.22115 -1.84489 0.17368 0.00 2.27 1.49
C 0.31928 1.39016 -0.13850 -0.45 -1.11 -0.55
N -1.91872 0.35875 -2.24680 -1.25 0.49 0.33
H 2.78026 -0.08841 0.36538 -0.71 -0.26 0.36
H 0.56392 0.18033 1.97625 0.18 -1.04 -0.02
C -1.19579 -0.65342 -2.02285 0.55 -1.33 -0.86
O -2.60901 1.37971 0.05489 -0.04 -0.35 -0.20
H 2.79994 -1.19904 1.83587 -1.32 0.70 -1.68
O -2.67582 2.79983 -1.89615 0.27 0.15 -0.84
N 1.31439 2.10640 0.43476 -1.09 -0.51 -1.64
H -0.14423 -2.36674 -1.61513 -1.27 1.84 -1.55
H -1.18514 -1.49433 1.83739 1.48 -0.08 -1.04
N 0.14667 0.09822 -0.02668 -0.94 1.11 0.00
H -2.88999 0.25323 -2.59901 0.96 -0.39 0.29
N -0.46479 2.16478 -0.95052 0.78 0.81 -0.91
S -1.93159 1.89681 -1.09684 -0.70 -0.32 1.42
```
Forces are in eV/Å.

Its charge is 0. The LUMO energy is -0.0105 Eh. The energy above the lowest of the compared OMol25 structures with the same formula, charge and spin is 69.4 kcal per mole. For the frontier orbital gap, the calculation gives 0.315 hartree. For the HOMO energy, the calculation gives -0.326 hartree. As for the spin multiplicity: 1.

Let us look at the natural (NBO) charges, expressed in e, one per atom: 0.41, -0.63, -0.61, 0.38, -0.63, -0.08, 0.21, 0.22, 0.20, 0.62, -0.84, 0.22, 0.18, 0.80, -0.92, 0.21, -0.90, -0.80, 0.45, 0.23, -0.63, 0.45, -0.97, 2.45

***

Below is 2 unconnected molecules or ions with the total composition C3H7ClO2 in a non-equilibrium geometry, with properties calculated with the ωB97M-V functional and the def2-TZVPD basis.

Structure (XYZ):
```
13
Properties=species:S:1:pos:R:3:forces:R:3
H 0.46010 -2.03910 0.55394 0.17 -1.19 0.81
C 0.80815 -1.08332 0.88499 0.35 -0.77 -4.27
H -0.31796 1.55332 0.73280 0.41 0.30 -0.61
H 1.86884 -1.04410 1.01283 0.89 0.08 -0.88
Cl -2.71896 0.59821 -0.12180 0.51 -0.69 0.21
H 1.19119 1.78906 -0.34477 -1.09 -1.22 0.41
C 0.16699 -0.27575 -0.21442 -1.21 2.90 1.46
O -1.56921 -0.42138 0.59858 1.22 0.32 -1.30
C 0.18976 1.25467 -0.19902 0.33 0.12 -0.69
O 0.15288 -0.80785 -1.41575 -0.72 -0.33 -1.79
H 0.47532 -0.77995 1.77117 -2.05 0.99 3.53
H -0.41317 1.52151 -1.10246 0.23 0.32 0.98
H -0.29395 -0.26532 -2.15611 0.96 -0.83 2.13
```
Forces are in eV/Å.

Its charge is 0. The LUMO energy is 0.0198 Eh. The energy above the lowest of the compared OMol25 structures with the same formula, charge and spin is 84.3 kcal per mole. For the frontier orbital gap, the calculation gives 0.356 hartree. For the HOMO energy, the calculation gives -0.337 hartree. As for the spin multiplicity: 1.

Let us look at the natural (NBO) charges, expressed in e, one per atom: 0.24, -0.67, 0.26, 0.23, 0.15, 0.23, 0.66, -0.70, -0.70, -0.67, 0.24, 0.21, 0.51

***

Below is C36H30O16 in the gas phase, with properties calculated with the ωB97M-V functional and the def2-TZVPD basis.

Structure (XYZ):
```
82
Properties=species:S:1:pos:R:3:forces:R:3
H 5.01462 0.99995 1.98731 0.04 0.00 0.00
H 4.53768 3.11939 1.98672 0.02 0.00 0.01
H 0.85215 -0.47404 4.83525 -0.11 -0.01 0.15
H 2.23939 3.12268 1.79481 -0.02 -0.06 0.16
H 2.58909 -2.02172 -2.83898 -0.07 0.06 -0.14
H -3.68371 2.90992 -3.02050 -0.08 0.02 0.02
C -6.01821 1.07987 -1.93537 0.21 0.20 -0.10
C 2.75197 -0.65271 -0.52367 -0.26 -0.48 -0.55
O -3.27163 -2.27517 0.75870 -0.08 0.06 -0.31
C 1.57066 4.01632 -1.39206 0.01 -0.01 0.11
O -2.92488 2.78940 0.19005 -0.06 0.24 -0.07
H 2.65709 -0.02855 -1.41924 0.00 -0.09 0.13
C -4.77432 1.52225 -2.34970 0.20 -0.31 0.10
H 3.05645 0.59828 4.92318 0.06 0.04 0.14
C 2.65512 0.24946 3.98583 0.33 0.12 -0.29
C 3.70437 3.54848 0.30169 -0.05 0.08 -0.18
O -3.24418 -2.17072 2.99991 0.07 -0.08 -0.08
C 1.41671 -0.35560 3.92503 -0.22 -0.11 -0.24
O -0.26290 -0.21441 -1.50538 -0.05 -0.06 -0.09
H -7.14417 -0.51447 -1.07343 -0.09 -0.04 0.02
H -0.62923 2.19328 -1.26756 -0.04 -0.01 0.26
O 3.49676 0.08774 0.43279 0.25 0.31 0.53
C -1.24380 -1.78398 1.74113 0.50 0.09 0.36
C -5.22492 -2.38910 -0.63049 0.34 0.21 0.26
C 4.61491 -4.39977 -1.50901 -0.30 0.33 -0.19
H -6.85983 1.74559 -2.03491 -0.11 0.11 -0.02
C -0.07731 3.44836 0.41416 0.04 -0.39 -0.20
H 1.07287 -1.98120 -0.08059 -0.05 0.17 -0.04
O 4.81177 3.34300 1.08863 0.02 0.03 -0.16
C 1.35804 -0.94761 0.12409 -0.19 0.35 -0.03
H 4.92262 -5.82413 -2.71774 0.05 -0.01 0.08
C -3.82652 -0.59739 -1.69246 -0.09 0.15 -0.14
H 4.41262 -2.17816 1.02275 0.05 0.07 0.11
O -4.62862 2.76155 -2.87516 0.12 0.12 -0.08
C -0.48859 -1.34626 2.75945 -0.72 -0.40 -0.32
H 0.74090 4.20663 -2.05568 -0.13 0.04 -0.10
H -2.96273 -1.23764 -1.59022 0.12 -0.07 -0.01
C 3.94202 3.91265 -1.03021 -0.17 -0.11 0.38
O -2.45952 1.15066 -2.64679 -0.16 -0.04 -0.02
C 0.31695 -0.00268 -0.46456 0.15 -0.38 -0.10
C 3.22122 -2.52473 -2.11938 0.10 -0.06 0.20
C 3.44196 -1.95109 -0.87046 0.12 0.12 -0.03
C 3.41068 0.42893 2.83037 -0.45 -0.22 -0.20
H 5.81583 3.86409 -0.75771 -0.03 0.02 -0.09
H -0.73197 4.26163 0.10010 -0.03 -0.06 0.08
H -0.92231 -1.83550 0.71800 0.11 0.04 -0.15
C 2.86336 4.14584 -1.86833 0.30 -0.07 0.13
C -2.65488 -2.10356 1.94805 -0.08 -0.09 0.47
H -6.79796 -0.67191 2.54135 0.27 -0.01 -0.19
H 3.06004 4.42941 -2.88892 0.03 0.06 -0.16
O 3.61731 -4.35783 -3.65041 0.09 -0.05 0.09
H -4.97335 -3.29424 1.34640 0.08 0.19 -0.10
C -5.07790 -1.03572 -1.27172 -0.10 -0.09 -0.18
H -0.95965 -1.34119 3.73483 -0.09 0.01 0.08
C 4.24018 -2.60944 0.04995 -0.06 0.12 -0.06
C 2.86557 -0.03476 1.63740 -0.36 -0.23 0.22
C 2.40987 3.41484 0.76768 0.04 0.09 -0.22
H -0.09363 3.37807 1.50256 -0.08 0.07 0.03
C -5.25731 -1.18568 1.55792 0.43 0.29 -0.07
O 5.21274 4.03777 -1.49395 0.14 0.00 0.05
O 4.61695 1.05005 2.86867 0.18 0.10 -0.02
C -3.66882 0.66778 -2.22549 -0.18 -0.03 -0.02
C 0.85189 -0.81339 2.72284 0.68 0.21 0.06
O 0.20877 1.08662 0.26485 0.04 0.25 0.22
C 1.32942 3.65225 -0.07528 0.02 0.06 0.07
O -2.29271 0.70574 0.72035 -0.13 -0.36 0.22
O 5.18621 -5.58705 -1.81759 0.05 -0.18 -0.15
C -0.63867 2.14690 -0.17005 -0.51 0.46 -0.20
C -6.16607 -0.18697 -1.39807 0.03 -0.14 0.00
C 4.82710 -3.82185 -0.26873 -0.03 -0.20 -0.26
O -4.73756 -0.09848 1.61348 -0.05 0.08 0.10
C 3.79805 -3.73859 -2.43934 0.01 0.05 0.17
C 1.62460 -0.64957 1.57160 0.47 0.02 0.21
H -4.65677 -3.13844 -1.18381 -0.09 -0.10 0.04
O -6.43638 -1.45340 2.08966 -0.59 -0.29 0.20
H 3.04119 -3.82133 -4.20595 0.05 -0.07 0.03
H -1.76010 0.51290 -2.41790 0.04 0.15 0.05
H -3.23092 0.54028 0.99801 0.08 0.15 -0.17
H 5.45484 -4.33864 0.43818 0.09 -0.09 0.10
C -4.68236 -2.38083 0.81124 -0.45 -0.32 0.22
H -6.27277 -2.68539 -0.59809 0.00 -0.05 -0.01
C -2.09539 1.92632 0.26995 0.34 0.05 -0.13
```
Forces are in eV/Å.

As for the SMILES: O=C(/C=C/c1ccc(O)c2c1[C@@H](C(=O)O[C@H](Cc1ccc(O)c(O)c1)C(=O)O)[C@H](c1ccc(O)c(O)c1)O2)O[C@H](Cc1ccc(O)c(O)c1)C(=O)O. Its charge is 0. The LUMO energy is -0.0100 Eh. The energy above the lowest of the compared OMol25 structures with the same formula, charge and spin is 0.0 kcal per mole. For the frontier orbital gap, the calculation gives 0.284 hartree. For the HOMO energy, the calculation gives -0.294 hartree. As for the spin multiplicity: 1.

Let us look at the natural (NBO) charges, expressed in e, one per atom: 0.50, 0.50, 0.22, 0.21, 0.21, 0.49, -0.25, 0.12, -0.50, -0.22, -0.59, 0.21, 0.25, 0.23, -0.26, 0.30, -0.60, -0.16, -0.65, 0.21, 0.23, -0.51, -0.32, -0.42, 0.23, 0.22, -0.42, 0.26, -0.72, -0.36, 0.50, -0.29, 0.22, -0.66, -0.08, 0.21, 0.22, 0.23, -0.73, 0.86, -0.29, -0.07, 0.25, 0.49, 0.25, 0.21, -0.25, 0.77, 0.51, 0.23, -0.70, 0.22, -0.06, 0.23, -0.21, 0.29, -0.29, 0.22, 0.83, -0.66, -0.67, 0.30, -0.10, -0.50, -0.03, -0.71, -0.66, -0.01, -0.22, -0.24, -0.63, 0.30, -0.04, 0.23, -0.67, 0.49, 0.52, 0.54, 0.23, -0.01, 0.23, 0.78